{
  "formula": "ClH24O16",
  "method": "ωB97M-V/def2-TZVPD",
  "symbols": ["Cl", "O", "O", "O", "O", "O", "H", "H", "O", "H", "H", "O", "H", "H", "O", "H", "H", "O", "H", "H", "O", "H", "H", "O", "H", "H", "O", "H", "H", "O", "H", "H", "O", "H", "H", "O", "H", "H", "O", "H", "H"],
  "coordinates": [[2.749179, -27.509306, 2.593736], [1.601369, -27.311668, 3.526748], [2.154564, -27.758616, 1.221562], [3.656524, -26.284129, 2.556565], [3.476224, -28.764220, 3.002946], [-0.204347, -28.735436, -0.067590], [-0.777883, -28.921844, 0.667452], [0.604944, -28.446482, 0.313939], [3.076702, -27.462674, -1.411427], [2.555593, -27.851124, -0.752941], [3.453912, -26.816022, -0.862024], [-1.104172, -26.871781, 3.926350], [-0.153239, -27.073752, 3.773406], [-1.047226, -25.934325, 3.970432], [4.651257, -27.644774, 5.701202], [5.241621, -27.362428, 4.988561], [4.074257, -28.195033, 5.164540], [4.316243, -25.183533, -0.102341], [4.869109, -24.388639, 0.080822], [4.754024, -25.860980, 0.382851], [0.848118, -24.757152, 4.498735], [1.021434, -24.913810, 3.590259], [0.717983, -23.812460, 4.599689], [1.455129, -24.488756, 1.996178], [0.735523, -24.100783, 1.508138], [1.797049, -25.213013, 1.468086], [6.048875, -27.390988, 1.398952], [6.236870, -26.977611, 2.199915], [5.414912, -28.067616, 1.598707], [4.222828, -23.468945, 3.007538], [3.740826, -23.617231, 3.823259], [3.519637, -23.446559, 2.399063], [1.283863, -26.932657, 6.460787], [2.217087, -27.032022, 6.732890], [1.263708, -27.065407, 5.513526], [5.854683, -26.080403, 3.737902], [5.012633, -25.998694, 3.307525], [6.209334, -25.227830, 3.624602], [3.598126, -24.900453, 5.325536], [3.960295, -25.699318, 4.994940], [2.674476, -24.983129, 5.226533]],
  "atomic_forces_ev_per_a": [[-0.81, -1.71, -0.64], [2.48, 0.10, -1.34], [1.55, 1.19, 2.71], [-3.13, -2.92, -0.24], [-0.80, 2.99, -0.67], [-0.94, -0.38, -1.15], [-0.27, -0.05, 0.49], [1.00, 0.38, 0.70], [0.27, -0.45, -2.07], [-1.51, -1.54, 1.09], [1.28, 1.98, 0.50], [0.77, -1.27, -0.44], [-1.07, -0.20, 0.05], [-0.17, 1.35, 0.35], [-0.12, -0.22, -0.49], [0.58, 0.43, 0.39], [-0.48, -0.51, 0.22], [0.06, 2.08, -0.48], [-0.72, -0.87, -0.25], [0.86, -1.20, 0.95], [-0.63, 0.23, 2.30], [0.47, 0.03, -1.74], [0.01, 0.10, -0.08], [0.31, 0.26, -0.02], [-0.39, 0.07, -0.43], [0.22, -0.19, -0.38], [0.08, -0.80, -3.13], [0.53, 1.11, 2.46], [-0.47, -0.60, 0.18], [1.35, 0.48, 0.62], [0.29, -0.48, 0.88], [-1.31, -0.08, -1.64], [0.57, -0.18, 0.96], [-0.59, 0.10, -0.41], [0.15, 0.03, -0.22], [1.04, -1.33, 0.74], [-1.07, -0.01, -0.43], [0.90, 1.82, 0.14], [1.22, 1.80, 0.75], [0.62, -1.24, -0.14], [-2.15, -0.27, -0.08]],
  "lowdin_charge": [0.894, -0.356, -0.357, -0.360, -0.319, -0.039, 0.027, -0.043, -0.016, -0.040, -0.047, -0.064, -0.014, -0.012, -0.055, 0.004, 0.010, -0.053, 0.074, -0.020, -0.049, -0.043, 0.067, -0.023, 0.074, 0.037, -0.020, -0.043, 0.015, -0.040, 0.002, -0.021, -0.064, 0.036, -0.031, -0.036, -0.047, 0.052, -0.024, -0.032, -0.024],
  "e_lumo_ha": 0.088,
  "charge": -1,
  "relative_energy_kcal_mol": 20.0,
  "gap_ev": 10.36,
  "e_tot_ev": -45668.0405
}